1.
Computed, not measured: 3 unconnected molecules or ions with the total composition C20H26BClF2N4O9, with the ωB97M-V functional and the def2-TZVPD basis.

Values from the calculation:
ΔE to the lowest compared entry with this formula, charge and spin   198.15 kJ/mol
SMILES string   CB(O)c1c(C[C@H](C)Cl)cc(CC(N)(N)N)c2c1C(=O)NC2=O.O=C1OC[C@@H](F)O1.O=C1OC[C@@H](F)O1

```
63
Properties=species:S:1:pos:R:3:lowdin_charge:R:1
C -3.86046 -2.15335 -0.64223 -0.024
B -2.52454 -1.37070 -1.11376 -0.370
O -2.76802 -0.09645 -1.74806 0.044
C -1.04461 -1.91417 -0.87175 0.028
C 0.16496 -1.03851 -0.84833 -0.137
C 0.08913 0.49136 -1.10663 -0.186
C -0.21939 1.34474 0.20851 -0.635
C 0.37258 2.79794 -0.08801 -0.122
Cl 0.73649 0.70571 1.63039 0.602
C 1.50228 -1.59187 -0.57510 0.010
C 1.73126 -3.02867 -0.33153 -0.125
C 3.12272 -3.63554 -0.01356 -0.057
C 3.53139 -3.23649 1.50774 -0.617
N 4.44873 -2.09374 1.51328 0.076
N 2.24243 -2.87503 2.18186 0.076
N 4.11469 -4.42392 2.17903 0.061
C 0.55772 -3.87473 -0.37811 -0.010
C -0.78973 -3.33201 -0.64796 0.006
C -1.71858 -4.58596 -0.62308 -0.370
O -2.71223 -4.87777 -1.22050 0.123
N -1.00849 -5.42391 0.32880 0.143
C 0.36103 -5.40042 -0.15490 -0.367
O 1.06807 -6.34771 -0.34905 0.117
H -3.68237 -2.79714 0.25985 0.069
H -4.09724 -2.85596 -1.49666 0.080
H -4.74557 -1.47886 -0.54540 0.066
H -2.95494 0.49080 -0.98861 0.094
H -0.57266 0.78720 -1.95229 0.109
H 1.12720 0.81182 -1.40823 0.108
H -1.31732 1.43004 0.40142 0.095
H 0.25670 3.49379 0.77632 0.062
H -0.05962 3.22870 -1.02584 0.060
H 1.46177 2.63442 -0.32349 0.089
H 2.36593 -0.88146 -0.53752 0.111
H 3.88447 -3.24757 -0.74077 0.115
H 3.11982 -4.75943 -0.07913 0.109
H 3.94308 -1.20497 1.47086 0.066
H 5.05686 -2.08624 0.69115 0.076
H 2.12964 -3.48171 2.99541 0.075
H 2.26031 -1.91169 2.52389 0.057
H 3.35293 -5.10296 2.25162 0.071
H 4.35991 -4.07816 3.11639 0.078
H -1.41528 -6.36550 0.33524 0.147
O 1.34050 4.91734 3.63527 0.184
C 0.25293 4.47519 3.80146 -0.543
O -0.13523 3.78822 4.91141 0.076
C -1.53458 3.55097 4.78415 -0.061
C -1.73776 3.63713 3.30006 -0.326
F -2.96909 4.12288 3.00099 0.073
O -0.76853 4.58434 2.89942 0.117
H -2.08546 4.32220 5.32769 0.147
H -1.80572 2.57599 5.18719 0.143
H -1.57307 2.69620 2.76803 0.154
O 0.37394 2.71757 -3.00581 0.148
C -0.24689 3.50428 -3.64723 -0.519
O -0.26979 4.84118 -3.40074 0.080
C -1.01022 5.44496 -4.45914 -0.058
C -1.85445 4.30383 -4.94603 -0.319
F -2.09199 4.40230 -6.27534 0.080
O -1.02929 3.17781 -4.71376 0.149
H -0.32014 5.81136 -5.22242 0.148
H -1.60635 6.28045 -4.09473 0.143
H -2.79988 4.18189 -4.41170 0.177
```

=====

2.
Computed, not measured: a molecular structure, C20H26BN11OTi, with the ωB97M-V functional and the def2-TZVPD basis.

Values from the calculation:
⟨S²⟩   0.7534
Spin multiplicity   2
Charge   +1

```
60
Properties=species:S:1:pos:R:3:lowdin_charge:R:1
Ti 0.01207 -0.04641 0.37410 1.070
C -0.53185 -2.05237 -3.43818 -0.021
C -0.62419 -2.04874 -2.05220 -0.117
N -0.41388 -0.81576 -1.57984 -0.071
N -0.19670 -0.01020 -2.65320 0.033
C -0.25785 -0.73846 -3.77605 -0.031
B 0.25055 1.45863 -2.37412 -0.642
N 1.65977 1.39581 -1.76202 0.022
C 2.86633 1.81793 -2.18526 -0.040
C 3.81343 1.41197 -1.27039 -0.024
C 3.09121 0.72136 -0.29488 -0.093
N 1.79974 0.71227 -0.60544 -0.043
N -0.73582 2.06704 -1.29018 0.022
C -1.74985 2.89997 -1.58136 -0.035
C -2.30610 3.35779 -0.40256 -0.019
C -1.56290 2.73867 0.59680 -0.112
N -0.60883 1.97457 0.06835 -0.055
N 0.19468 2.32482 -3.60080 -0.027
C 0.65778 3.60008 -3.71909 -0.089
C 0.11873 4.14091 -4.85354 -0.046
C -0.69956 3.11591 -5.37107 -0.138
N -0.66705 2.03705 -4.61276 0.066
H -0.65640 -2.88576 -4.10633 0.108
H -0.82457 -2.86379 -1.37331 0.122
H -0.13838 -0.26678 -4.73512 0.119
H 2.97458 2.35497 -3.11173 0.126
H 4.87414 1.58443 -1.30789 0.107
H 3.43266 0.23098 0.60228 0.121
H -1.99636 3.12594 -2.60694 0.130
H -3.12038 4.05112 -0.28746 0.108
H -1.67029 2.80336 1.66802 0.121
H 1.31444 4.03234 -2.98166 0.126
H 0.28826 5.12420 -5.25604 0.101
H -1.30527 3.12367 -6.26350 0.109
N 1.78459 -1.83615 3.61846 0.125
C 1.13961 -2.09184 2.38628 -0.651
O 0.81751 -0.90810 1.71478 -0.243
C 1.55512 -3.25632 1.55200 -0.031
C 0.18575 -3.21014 2.24265 -0.059
H 1.62912 -0.93441 4.02714 0.083
H 2.68011 -2.25286 3.78626 0.085
H 2.29765 -3.92427 1.96400 0.108
H 1.59975 -3.09743 0.48239 0.100
H 0.04498 -3.87744 3.08184 0.113
H -0.68711 -3.06156 1.61683 0.090
C -5.48905 -0.84811 -0.32563 -0.002
C -4.25592 -0.70082 0.49605 -0.273
C -4.07437 -0.58087 1.85948 0.041
C -2.69501 -0.44278 2.05792 -0.313
N -2.06259 -0.48516 0.88219 -0.032
N -3.03201 -0.64012 -0.04980 0.065
C -1.95254 -0.28597 3.34278 -0.002
H -6.32268 -1.14414 0.30594 0.089
H -5.36165 -1.60323 -1.10127 0.088
H -5.74715 0.09569 -0.80766 0.091
H -4.84096 -0.59308 2.61530 0.123
H -2.77562 -0.71093 -1.02114 0.148
H -2.64893 -0.10324 4.15786 0.091
H -1.25155 0.54890 3.29688 0.078
H -1.37745 -1.18370 3.57288 0.081
```

=====

What calculated total energy values result from the calculations? In sequence: -64183.9442 -63391.6088 eV.